Record 1
The following is a quantum chemistry calculation of a 15-piece molecular cluster, C64H169N11O21 overall, from the Open Molecules 2025 dataset.

Last column: Mulliken charge in e.
Cartesian coordinates (Å):
C 5.412 1.312 3.423  -0.027
C 6.631 2.181 3.562  -0.770
O 7.216 2.669 2.331  -0.540
H 4.961 1.133 4.399  0.163
H 5.691 0.404 2.889  -0.152
H 4.659 1.810 2.811  0.229
H 7.331 1.698 4.244  0.395
H 6.313 3.029 4.168  0.409
H 8.150 2.857 2.452  0.303
C 2.069 4.278 -0.166  -0.566
C 2.579 5.742 0.142  -0.441
O 3.690 5.662 0.962  -0.538
H 1.674 3.768 0.713  0.267
H 2.862 3.637 -0.552  0.549
H 1.213 4.234 -0.839  -0.045
H 1.733 6.203 0.652  0.317
H 2.841 6.344 -0.729  0.195
H 4.319 5.055 0.564  0.302
C 4.301 -4.489 0.517  0.098
C 4.186 -5.590 1.497  -0.563
O 4.912 -5.241 2.608  -0.567
H 3.548 -4.461 -0.270  -0.260
H 5.281 -4.577 0.049  0.379
H 4.178 -3.541 1.040  -0.028
H 4.550 -6.479 0.982  0.347
H 3.162 -5.835 1.778  0.273
H 4.756 -5.846 3.337  0.307
C 6.638 -1.393 0.461  0.316
C 7.886 -0.521 0.397  -0.492
O 9.048 -1.176 -0.099  -0.611
H 5.809 -0.955 1.017  -0.216
H 6.922 -2.298 0.999  0.430
H 6.344 -1.627 -0.561  -0.378
H 8.099 -0.187 1.412  0.255
H 7.772 0.392 -0.187  0.359
H 9.275 -0.918 -0.996  0.315
C -1.521 4.114 1.407  -0.797
O -1.217 3.490 0.143  0.250
C -2.278 2.765 -0.537  1.026
C -3.499 3.602 -0.970  -0.381
N -3.316 4.442 -2.187  -0.371
C -2.306 5.537 -2.001  0.553
C -1.882 6.321 -3.242  -0.791
O -0.844 7.322 -2.950  -0.452
C 0.442 6.781 -2.609  -0.199
H -0.735 4.863 1.505  0.261
H -1.413 3.334 2.161  0.006
H -2.419 4.732 1.422  0.306
H -2.647 1.968 0.109  -1.231
H -1.856 2.268 -1.411  -0.214
H -4.030 4.132 -0.179  0.464
H -4.232 2.838 -1.228  -0.263
H -4.168 4.848 -2.547  0.307
H -1.495 5.052 -1.457  -0.446
H -2.620 6.354 -1.352  0.208
H -2.740 6.884 -3.610  0.338
H -1.623 5.687 -4.090  0.351
H 1.189 7.573 -2.648  0.352
H 0.746 5.954 -3.251  0.118
H 0.347 6.328 -1.622  0.008
C 8.182 -0.592 -8.852  -0.800
O 8.536 -0.702 -7.482  -0.307
C 9.155 -1.942 -7.149  -0.476
C 9.660 -1.836 -5.729  -0.796
N 8.596 -1.525 -4.776  -0.291
C 7.845 -2.732 -4.445  -0.858
C 6.903 -2.396 -3.316  0.150
O 5.862 -1.543 -3.798  -0.465
C 5.008 -1.033 -2.799  -0.361
H 7.291 -1.185 -9.061  0.314
H 8.923 -0.863 -9.603  0.308
H 7.896 0.447 -9.018  0.252
H 10.005 -2.216 -7.774  0.445
H 8.441 -2.754 -7.282  0.332
H 10.407 -1.043 -5.703  0.351
H 10.146 -2.769 -5.445  0.371
H 7.934 -0.905 -5.220  0.272
H 8.500 -3.567 -4.195  0.459
H 7.285 -3.020 -5.335  0.317
H 7.507 -1.948 -2.526  -0.163
H 6.445 -3.322 -2.966  0.285
H 4.627 -1.917 -2.289  -0.021
H 4.168 -0.431 -3.147  0.247
H 5.509 -0.448 -2.027  0.452
C -0.519 3.017 12.519  -0.747
O 0.343 3.251 11.395  -0.334
C 0.159 2.292 10.371  -0.434
C 1.438 2.147 9.558  -0.673
N 1.200 1.218 8.480  -0.078
C 2.275 1.049 7.465  -0.883
C 1.927 -0.009 6.403  0.458
O 2.970 -0.070 5.470  -0.294
C 2.906 -1.167 4.492  0.235
H -0.398 3.805 13.262  0.279
H -0.323 2.081 13.041  0.312
H -1.579 3.096 12.278  0.300
H -0.725 2.482 9.763  0.344
H -0.007 1.279 10.738  0.298
H 2.286 1.922 10.205  0.301
H 1.596 3.160 9.191  0.305
H 0.924 0.294 8.778  0.211
H 3.179 0.799 8.021  0.331
H 2.456 1.944 6.870  0.335
H 0.947 0.170 5.962  -0.302
H 1.808 -0.989 6.866  0.281
H 3.523 -0.846 3.653  -0.341
H 1.901 -1.476 4.204  -0.077
H 3.500 -2.026 4.803  0.335
C -4.428 -4.353 -0.043  -0.114
O -5.723 -3.915 -0.065  -0.304
C -6.418 -4.230 -1.252  -0.631
C -7.841 -3.755 -1.001  -0.956
N -7.699 -2.325 -0.892  0.088
C -8.980 -1.669 -0.516  -0.461
C -10.135 -1.962 -1.491  -0.764
O -11.136 -0.958 -1.492  -0.343
C -12.151 -1.203 -2.456  -0.753
H -3.917 -3.872 0.791  -0.426
H -3.972 -3.999 -0.968  0.129
H -4.466 -5.439 0.040  0.514
H -6.494 -5.306 -1.409  0.530
H -6.011 -3.797 -2.166  0.192
H -8.168 -4.243 -0.083  0.347
H -8.528 -4.133 -1.759  0.545
H -6.986 -2.208 -0.186  -0.335
H -8.793 -0.602 -0.390  0.424
H -9.243 -2.073 0.461  0.314
H -10.636 -2.888 -1.207  0.384
H -9.703 -2.110 -2.480  0.382
H -11.690 -1.419 -3.420  0.336
H -12.653 -0.240 -2.558  0.259
H -12.893 -1.958 -2.196  0.280
C 4.845 6.027 -10.325  -0.794
O 4.326 5.569 -9.089  -0.306
C 3.061 4.851 -9.131  -0.640
C 2.670 4.421 -7.687  -0.444
N 3.564 3.381 -7.242  -0.345
C 3.425 3.109 -5.795  -0.865
C 2.029 2.673 -5.298  -0.359
O 2.254 2.216 -3.942  -0.164
C 1.097 1.916 -3.236  0.072
H 4.164 6.626 -10.930  0.309
H 5.343 5.205 -10.839  0.303
H 5.641 6.756 -10.171  0.262
H 3.166 3.974 -9.770  0.337
H 2.250 5.408 -9.602  0.426
H 1.693 3.939 -7.655  0.314
H 2.615 5.226 -6.954  0.315
H 4.490 3.755 -7.392  0.283
H 3.797 3.890 -5.132  0.321
H 4.005 2.196 -5.658  0.378
H 1.677 1.882 -5.961  0.065
H 1.349 3.525 -5.277  0.350
H 0.438 2.776 -3.114  0.231
H 1.229 1.369 -2.303  -0.223
H 0.577 1.235 -3.910  0.130
C -4.356 -0.426 6.703  -0.472
O -3.698 -1.598 6.381  -0.391
C -4.090 -2.098 5.113  0.595
C -3.688 -3.568 4.937  -1.258
N -2.279 -3.934 5.199  -0.404
C -1.419 -3.274 4.176  0.633
C -0.106 -4.055 4.087  -0.420
O 0.780 -3.692 5.092  -0.307
C 2.006 -4.463 5.188  -0.854
H -4.366 0.310 5.899  0.017
H -3.737 0.028 7.477  0.251
H -5.395 -0.638 6.951  0.334
H -3.660 -1.382 4.414  -0.330
H -5.164 -2.095 4.923  0.439
H -4.016 -3.840 3.934  0.326
H -4.295 -4.097 5.671  0.446
H -2.143 -3.574 6.133  0.379
H -1.309 -2.209 4.378  0.083
H -1.908 -3.249 3.202  -0.447
H 0.381 -3.995 3.113  -0.093
H -0.259 -5.124 4.237  0.619
H 1.806 -5.526 5.321  0.348
H 2.558 -4.212 6.094  0.364
H 2.709 -4.309 4.369  0.202
C -5.341 3.487 4.410  -1.730
C -4.309 3.334 3.308  -0.280
C -3.569 2.006 3.368  1.915
O -2.614 2.045 4.446  -0.613
C -1.451 1.188 4.242  0.146
N -5.084 3.423 2.085  0.029
H -4.867 3.670 5.374  0.430
H -6.081 2.694 4.508  0.155
H -5.888 4.426 4.324  0.487
H -3.636 4.191 3.307  0.353
H -3.117 1.824 2.393  -0.836
H -4.282 1.197 3.527  -0.025
H -0.817 1.520 3.420  0.126
H -1.771 0.179 3.981  0.056
H -0.877 1.083 5.163  -0.186
H -5.661 4.242 1.955  0.339
H -5.733 2.651 2.019  -0.230
C -6.332 1.277 -0.523  -1.874
C -5.365 0.401 0.208  3.560
C -5.997 -0.199 1.476  -0.723
O -6.570 0.816 2.271  -0.581
C -7.326 0.403 3.421  -0.807
N -4.846 -0.673 -0.635  0.315
H -7.287 0.806 -0.755  0.033
H -5.942 1.517 -1.512  0.520
H -6.389 2.254 -0.044  0.300
H -4.540 1.081 0.420  -1.890
H -5.192 -0.687 2.026  -0.067
H -6.666 -1.038 1.288  0.872
H -6.592 0.174 4.193  0.162
H -7.949 -0.451 3.155  0.345
H -8.036 1.131 3.812  0.273
H -5.678 -1.077 -1.042  0.637
H -4.415 -0.343 -1.487  -0.411
C -0.642 -4.649 0.070  -1.097
C -0.735 -4.882 -1.437  1.020
C 0.291 -4.143 -2.358  -0.559
O 1.672 -4.453 -2.036  -0.414
C 2.615 -3.828 -2.893  -0.681
N -0.613 -6.312 -1.604  -0.812
H 0.282 -5.005 0.526  0.327
H -1.473 -5.098 0.614  0.541
H -0.705 -3.568 0.200  -0.191
H -1.690 -4.681 -1.922  -0.209
H 0.038 -3.083 -2.329  -0.123
H 0.168 -4.372 -3.417  0.591
H 2.438 -2.753 -2.886  0.246
H 2.504 -4.157 -3.926  0.395
H 3.603 -4.114 -2.533  0.173
H 0.229 -6.698 -1.201  0.314
H -0.509 -6.590 -2.570  0.282
C -2.935 -2.168 -3.347  -1.961
C -2.222 -0.897 -3.430  2.481
C -1.525 -0.700 -4.839  -1.051
O -0.392 -1.539 -4.873  -0.042
C 0.341 -1.557 -6.091  -0.723
N -3.246 0.107 -3.098  -0.442
H -3.784 -2.189 -4.032  0.654
H -3.359 -2.466 -2.389  0.099
H -2.332 -2.976 -3.761  0.343
H -1.553 -0.923 -2.570  -1.395
H -1.125 0.314 -4.826  0.347
H -2.197 -0.722 -5.697  0.387
H 1.221 -2.201 -6.084  0.234
H 0.763 -0.569 -6.275  0.117
H -0.218 -1.866 -6.974  0.337
H -2.823 0.973 -3.398  0.237
H -3.878 0.018 -3.881  0.231
C 2.584 0.078 0.207  -0.909
C 1.439 -0.630 0.949  0.720
C 0.055 -0.572 0.231  0.624
O -0.855 -1.150 1.180  1.132
C -2.178 -1.281 0.609  1.643
N 1.876 -1.976 1.321  0.607
H 2.869 -0.353 -0.753  0.157
H 3.449 0.005 0.866  -0.038
H 2.353 1.113 -0.045  -0.062
H 1.275 -0.156 1.917  -0.049
H 0.102 -1.196 -0.661  -0.687
H -0.223 0.432 -0.088  -0.565
H -2.284 -1.878 -0.298  -0.202
H -2.662 -0.315 0.465  -1.055
H -2.830 -1.860 1.263  -0.242
H 2.020 -2.622 0.557  -0.231
H 1.119 -2.332 1.887  -0.546

Computed properties:
Relative energy (zero: lowest compared OMol25 entry of this formula, charge and spin) = 58.9 kcal/mol
Spin multiplicity = 1
Orbital gap = 8.99 eV
Largest force on an atom = 3.02 eV/A
Charge = 0

=====

Record 2
The following is a quantum chemistry calculation of a 6-piece molecular cluster, C51H50Br2IN2O25PS overall, from the Open Molecules 2025 dataset.

Last column: Mulliken charge in e.
Cartesian coordinates (Å):
C -2.480 -2.926 -3.637  -1.288
C -1.726 -2.270 -4.836  -0.232
I 0.387 -2.226 -4.460  0.011
C -2.383 -0.867 -5.136  -0.806
C -1.450 0.327 -5.079  -0.354
N -0.690 0.533 -6.118  -0.082
C 0.110 1.638 -6.056  0.216
C 0.936 1.918 -7.203  -0.706
S 0.758 0.803 -8.616  1.581
C 1.584 -0.751 -8.162  -1.048
O 1.327 1.295 -9.841  -0.671
O -0.621 0.457 -8.857  -0.714
C 1.789 2.993 -7.155  0.783
P 2.923 3.379 -8.583  0.408
C 4.677 3.654 -8.057  -0.705
C 2.265 4.818 -9.532  -1.158
C 1.825 3.872 -5.988  -0.351
C 2.720 5.097 -5.915  -1.715
O 4.046 4.879 -5.419  -0.265
C 4.202 3.733 -4.628  0.096
O 5.468 3.874 -3.997  -0.415
C 6.311 2.753 -4.228  -0.119
C 7.631 3.037 -3.459  -0.492
O 8.789 2.675 -4.216  -0.538
C 0.985 3.580 -4.952  0.477
Br 0.947 4.743 -3.409  -0.077
C 0.115 2.449 -4.929  0.530
N -0.640 2.254 -3.805  -0.462
C -1.402 1.196 -3.927  0.531
C -2.288 0.867 -2.729  -0.938
C -3.713 1.493 -2.892  -0.603
C -4.336 1.727 -1.499  -0.668
Br -5.870 2.920 -1.702  -0.203
H -2.011 -2.550 -2.714  0.363
H -2.321 -4.012 -3.658  0.365
H -3.551 -2.692 -3.656  0.325
H -1.935 -2.911 -5.700  0.552
H -2.744 -0.903 -6.176  0.428
H -3.275 -0.757 -4.516  0.154
H 2.263 -1.069 -8.955  0.413
H 2.123 -0.582 -7.218  0.278
H 0.794 -1.478 -7.944  0.333
H 5.361 3.425 -8.880  0.455
H 4.812 4.722 -7.810  0.302
H 4.974 3.089 -7.169  -0.030
H 2.607 5.809 -9.192  0.398
H 2.566 4.711 -10.583  0.394
H 1.166 4.773 -9.541  0.351
H 2.248 5.931 -5.381  0.578
H 2.838 5.456 -6.951  0.211
H 3.463 3.637 -3.820  -0.028
H 4.233 2.789 -5.202  0.312
H 6.575 2.729 -5.298  0.260
H 5.910 1.804 -3.839  0.283
H 7.705 4.101 -3.209  0.292
H 7.662 2.460 -2.519  0.270
H 8.949 1.737 -4.069  0.306
H -2.374 -0.221 -2.595  0.095
H -1.811 1.229 -1.807  0.646
H -3.600 2.414 -3.475  0.517
H -4.344 0.773 -3.429  0.334
H -3.562 2.159 -0.856  0.477
H -4.684 0.760 -1.124  0.344
O -9.595 3.443 2.803  -0.612
C -8.588 2.809 3.052  0.993
C -7.737 2.226 2.023  -0.869
C -6.651 1.525 2.367  0.092
O -5.842 0.975 1.460  -0.425
C -6.273 1.312 3.801  1.019
O -5.281 0.650 4.049  -0.495
C -7.108 1.913 4.830  -1.122
C -8.194 2.617 4.488  0.416
O -8.986 3.187 5.396  -0.566
H -8.020 2.384 0.991  0.452
H -5.141 0.527 1.970  0.311
H -6.815 1.766 5.860  0.449
H -9.694 3.630 4.890  0.355
O -2.297 -1.376 6.388  -0.659
C -2.157 -2.095 5.418  1.075
C -3.100 -2.133 4.306  -1.065
C -2.892 -2.960 3.274  0.339
O -3.728 -3.025 2.236  -0.583
C -1.702 -3.867 3.224  0.902
O -1.566 -4.614 2.272  -0.708
C -0.748 -3.813 4.323  -0.791
C -0.952 -2.985 5.352  0.215
O -0.100 -2.901 6.378  -0.634
H -3.957 -1.474 4.355  0.495
H -3.354 -3.699 1.637  0.335
H 0.116 -4.460 4.265  0.588
H -0.486 -2.234 6.982  0.317
O 6.850 -0.448 6.999  -0.637
C 5.865 -1.164 6.992  1.031
C 4.517 -0.658 6.760  -0.848
C 3.470 -1.496 6.780  0.314
O 2.215 -1.069 6.569  -0.449
C 3.647 -2.965 7.042  0.874
O 2.667 -3.682 7.069  -0.567
C 5.001 -3.469 7.250  -1.094
C 6.043 -2.633 7.226  0.280
O 7.297 -3.053 7.410  -0.569
H 4.409 0.402 6.575  0.793
H 1.625 -1.847 6.628  0.310
H 5.116 -4.530 7.420  0.428
H 7.855 -2.254 7.347  0.355
O -3.527 -6.337 3.624  -0.505
C -3.477 -7.159 4.519  0.978
C -4.644 -7.896 4.984  -1.067
C -4.531 -8.776 5.987  0.345
O -5.573 -9.472 6.441  -0.569
C -3.218 -9.031 6.664  0.982
O -3.180 -9.828 7.582  -0.610
C -2.046 -8.312 6.185  -0.860
C -2.156 -7.435 5.179  0.440
O -1.100 -6.761 4.715  -0.586
H -5.586 -7.701 4.490  0.432
H -5.224 -10.029 7.163  0.355
H -1.102 -8.517 6.670  0.442
H -1.438 -6.200 3.990  0.220
O 2.399 4.782 1.663  -0.615
C 2.535 4.007 2.590  0.975
C 1.445 3.200 3.122  -0.910
C 1.660 2.378 4.156  0.248
O 0.695 1.617 4.675  -0.546
C 3.007 2.261 4.800  1.022
O 3.126 1.507 5.749  -0.569
C 4.103 3.047 4.257  -0.970
C 3.892 3.868 3.219  0.324
O 4.865 4.605 2.688  -0.573
H 0.478 3.295 2.650  0.457
H 1.112 1.120 5.408  0.299
H 5.074 2.939 4.721  0.466
H 4.451 5.106 1.959  0.349

Computed properties:
Spin multiplicity = 1
Orbital gap = 5.53 eV
SMILES = C[C@H](I)Cc1nc2c(S(C)(=O)=O)c(P(C)C)c(COCOCCO)c(Br)c2nc1CCCBr.O=C1C=C(O)C(=O)C=C1O.O=C1C=C(O)C(=O)C=C1O.O=C1C=C(O)C(=O)C=C1O.O=C1C=C(O)C(=O)C=C1O.O=C1C=C(O)C(=O)C=C1O
Largest force on an atom = 3.24 eV/A
Charge = 0

=====

Which of these has the lowest largest force on an atom? C64H169N11O21